ORCA calculation (wB97M-V/def2-TZVPD) on 7 unconnected molecules or ions with the total composition C22H49F3N6O8P.

Output
- Total charge: -1

Geometry as XYZ:
```
89
Properties=species:S:1:pos:R:3:forces:R:3:mulliken_charge:R:1
O 5.957 -1.859 -4.729 -0.1 0.2 -1.1 -0.3209
P 4.812 -0.612 -4.797 -1.2 0.2 1.8 -0.0658
O 5.248 0.432 -6.096 -0.1 -1.0 -0.5 -0.4842
C 3.185 -1.335 -5.061 1.0 1.0 -0.4 -0.6549
C 2.167 -0.363 -4.348 0.5 -0.5 -0.7 -0.3373
C 0.938 -0.133 -5.248 0.3 0.1 0.4 -0.5617
C 0.052 -1.370 -5.414 0.4 1.5 0.2 0.9753
F 0.379 -2.411 -4.680 0.4 -0.8 0.3 -0.2352
F -1.229 -1.097 -5.062 -0.8 0.2 0.1 -0.3313
F -0.016 -1.758 -6.698 0.0 -0.5 -0.7 -0.3234
H 5.716 -2.614 -5.281 -0.2 0.0 0.0 0.2645
H 5.713 1.141 -5.654 0.2 0.1 0.1 0.2927
H 2.893 -1.341 -6.129 0.3 -0.3 0.1 0.0349
H 2.656 0.611 -4.202 -0.4 0.1 0.2 0.6461
H 1.866 -0.745 -3.366 0.0 0.2 -0.3 -0.2427
H 1.301 0.159 -6.239 -0.1 -0.2 0.0 0.1799
H 0.315 0.696 -4.889 0.0 -0.4 0.0 0.2509
C 1.262 -2.580 -1.189 0.0 -0.1 -0.1 0.0367
O 2.115 -1.777 -1.489 0.0 0.0 0.4 -0.5765
N 0.012 -2.265 -0.774 0.0 -0.2 0.1 0.2982
C -0.961 -3.278 -0.434 0.0 0.3 0.0 -0.8746
C -0.365 -0.865 -0.669 0.3 0.0 -0.4 -0.8833
H 1.440 -3.669 -1.235 -0.1 0.0 0.0 0.2573
H -1.836 -3.182 -1.081 -0.1 -0.1 0.1 0.3173
H -1.273 -3.156 0.607 -0.1 -0.1 0.0 0.2261
H -0.533 -4.272 -0.563 0.0 0.0 0.0 0.3261
H -0.262 -0.386 -1.645 0.1 0.1 0.0 0.1728
H 0.298 -0.360 0.035 -0.1 0.1 0.0 0.1938
H -1.386 -0.782 -0.327 0.0 -0.1 0.0 0.4993
C -2.580 -0.264 2.768 0.0 0.0 0.1 -0.1397
O -2.312 -0.508 1.604 -0.1 -0.1 0.2 -0.5774
N -1.713 -0.357 3.790 -0.1 0.0 0.1 0.1959
C -2.106 -0.053 5.158 0.1 0.0 -0.2 -0.6560
C -0.349 -0.773 3.510 -0.2 0.0 -0.2 -0.8917
H -3.584 0.062 3.085 0.0 0.0 0.1 0.4109
H -1.494 0.764 5.543 0.0 -0.1 0.1 0.4455
H -1.958 -0.937 5.783 0.0 0.1 0.1 0.3203
H -3.160 0.239 5.196 0.5 -0.1 -0.1 0.0254
H 0.115 -0.075 2.811 0.1 -0.1 0.0 0.2610
H -0.350 -1.764 3.051 0.1 0.0 0.0 0.2598
H 0.226 -0.799 4.432 -0.1 0.0 0.0 0.3819
C -1.520 3.283 -5.947 0.0 0.0 -0.1 0.0643
O -1.003 2.548 -5.137 -0.1 0.1 0.1 -0.5416
N -1.344 3.192 -7.283 -0.1 0.2 -0.1 0.1509
C -1.986 4.098 -8.209 0.2 -0.3 0.0 -0.9384
C -0.475 2.142 -7.798 0.0 0.0 0.2 -0.8478
H -2.194 4.108 -5.652 0.0 0.0 -0.1 0.2147
H -2.625 3.534 -8.895 0.0 0.1 -0.1 0.3238
H -1.230 4.635 -8.786 -0.1 0.1 -0.1 0.3221
H -2.598 4.820 -7.671 0.0 0.0 0.0 0.2931
H -0.856 1.166 -7.495 0.1 0.0 0.0 0.2314
H 0.528 2.259 -7.387 0.0 -0.1 0.0 0.3019
H -0.433 2.196 -8.883 0.0 0.1 0.0 0.3980
C 9.939 0.394 -2.928 0.0 -0.1 0.0 0.0975
O 9.302 1.054 -3.719 0.0 0.0 -0.1 -0.5626
N 9.850 -0.945 -2.773 0.2 0.0 0.1 0.1617
C 10.660 -1.651 -1.807 -0.2 0.0 -0.2 -0.9256
C 8.914 -1.705 -3.598 0.0 0.4 0.0 -0.9559
H 10.680 0.853 -2.247 0.0 0.0 0.1 0.2341
H 11.284 -2.390 -2.317 0.0 0.0 0.1 0.3126
H 10.015 -2.162 -1.088 0.1 -0.1 0.1 0.3237
H 11.305 -0.956 -1.270 0.0 0.0 0.0 0.3073
H 9.162 -1.563 -4.650 -0.1 0.0 0.0 0.2725
H 7.897 -1.351 -3.437 0.0 -0.1 -0.1 0.3318
H 8.974 -2.761 -3.347 0.0 0.0 0.1 0.3684
C -5.915 0.019 6.192 -0.1 -0.1 0.0 0.1150
O -4.987 0.663 5.740 -0.4 0.1 0.0 -0.6677
N -6.519 -1.004 5.559 -0.1 0.1 0.2 0.1504
C -7.621 -1.733 6.155 0.1 0.0 -0.2 -0.9587
C -6.046 -1.388 4.238 0.1 0.2 0.1 -0.9141
H -6.345 0.229 7.186 0.0 0.0 0.0 0.2304
H -7.352 -2.786 6.259 -0.1 0.0 0.1 0.3468
H -8.504 -1.650 5.517 -0.1 -0.1 0.1 0.3428
H -7.856 -1.330 7.138 0.0 0.0 0.0 0.2956
H -4.995 -1.674 4.291 0.0 0.0 -0.1 0.2843
H -6.138 -0.543 3.554 0.0 -0.1 -0.1 0.3030
H -6.630 -2.224 3.863 0.0 0.0 0.1 0.3901
C -3.053 1.363 9.127 -0.1 0.1 0.0 0.0700
O -2.391 0.774 8.299 0.1 -0.1 -0.1 -0.5279
N -3.652 2.555 8.921 -0.1 0.0 0.2 0.1534
C -4.431 3.213 9.949 0.1 0.0 -0.3 -0.9447
C -3.504 3.193 7.621 0.1 -0.2 -0.1 -0.7677
H -3.224 0.960 10.140 0.0 0.0 0.0 0.2799
H -5.457 3.354 9.601 0.0 0.1 0.1 0.3262
H -3.994 4.188 10.176 -0.1 0.0 0.1 0.3343
H -4.445 2.613 10.857 0.0 0.0 0.0 0.3045
H -3.901 2.538 6.844 0.0 0.1 0.0 0.1425
H -2.447 3.369 7.416 0.0 0.0 -0.1 0.2879
H -4.039 4.139 7.610 0.0 0.0 0.1 0.3697
```
Forces are in eV/Å.

***

ORCA calculation (wB97M-V/def2-TZVPD) on a molecular structure, C22H49N2OP3STl.

Output
- Relative energy (zero: lowest compared OMol25 entry of this formula, charge and spin): 0.0 kcal per mole
- Total charge: +3

Geometry as XYZ:
```
79
Properties=species:S:1:pos:R:3:forces:R:3:mulliken_charge:R:1
Tl 0.186 0.619 -0.134 -1.2 -0.7 1.4 1.1823
P -1.833 2.386 -0.083 -0.4 1.0 -0.2 0.5498
P -1.992 -1.420 0.882 -0.6 -0.9 0.3 0.4927
P 1.999 1.496 -1.805 0.7 0.2 -0.6 0.7932
H -0.784 -3.074 -2.425 0.6 -0.1 -0.2 0.3395
C 0.279 -2.801 -2.511 0.3 0.4 0.6 -0.4540
C 1.201 -3.207 -1.616 -0.5 0.7 0.0 -0.5384
H 0.941 -3.840 -0.755 0.2 0.2 -0.6 0.3145
C -2.823 2.311 -1.621 0.1 -0.4 -0.2 -1.0532
C -3.033 2.422 1.304 0.2 -0.4 0.5 -0.8460
C -1.027 4.028 -0.097 0.3 0.0 0.2 -1.0548
C -1.668 -3.224 0.885 0.8 0.1 -0.2 -1.1251
C -2.668 -1.236 2.587 0.4 0.6 0.0 -1.2258
C -3.560 -1.400 -0.080 0.5 0.6 -0.6 -1.2382
C 3.211 0.229 -2.335 -0.1 -0.5 0.3 -1.0088
C 2.856 2.872 -0.982 -0.1 0.0 0.5 -1.1039
C 1.011 2.208 -3.178 -0.6 -0.3 0.2 -1.0655
H 0.542 -2.126 -3.344 -0.1 -0.5 0.3 0.2479
H 2.244 -2.858 -1.666 -0.5 -0.4 -0.1 0.2724
H -3.518 3.163 -1.696 0.3 -0.2 0.2 0.4491
H -3.407 1.379 -1.655 0.1 0.3 0.1 0.2943
H -2.171 2.318 -2.506 -0.1 0.1 0.3 0.2839
H -3.618 3.356 1.304 0.3 -0.3 -0.2 0.5185
H -2.505 2.352 2.271 -0.1 0.1 -0.4 0.0743
H -3.733 1.571 1.258 0.3 0.3 -0.2 0.3089
H -1.779 4.828 -0.088 0.1 -0.2 0.0 0.4965
H -0.382 4.162 -0.980 -0.3 -0.1 0.2 0.3094
H -0.386 4.143 0.792 -0.3 0.0 -0.2 0.2848
H -2.614 -3.761 1.053 0.3 0.2 -0.1 0.4650
H -0.961 -3.477 1.691 -0.2 0.1 -0.3 0.3635
H -1.228 -3.517 -0.079 -0.2 -0.1 0.3 0.2231
H -3.625 -1.783 2.669 0.5 0.2 -0.2 0.5472
H -2.836 -0.172 2.795 -0.1 -0.3 0.2 0.2414
H -1.956 -1.638 3.317 -0.1 0.1 -0.1 0.3552
H -4.227 -2.178 0.313 0.2 0.2 0.0 0.5032
H -3.325 -1.610 -1.134 -0.2 0.0 0.3 0.3704
H -4.052 -0.418 -0.015 0.0 -0.4 0.0 0.3156
H 3.913 0.585 -3.117 -0.6 0.1 0.4 0.4652
H 2.691 -0.671 -2.718 0.1 0.6 0.1 0.1597
H 3.800 -0.093 -1.458 -0.2 0.3 -0.2 0.4290
H 3.521 3.415 -1.674 -0.3 -0.3 0.0 0.4666
H 3.457 2.479 -0.150 -0.1 0.1 -0.2 0.4184
H 2.132 3.586 -0.562 0.2 -0.2 -0.2 0.2895
H 1.646 2.735 -3.913 0.0 -0.3 0.4 0.6321
H 0.242 2.911 -2.811 0.5 -0.2 0.1 0.1976
H 0.459 1.393 -3.685 0.4 0.4 0.4 0.0183
C 2.126 -0.872 -6.836 -0.1 -0.9 -2.0 0.6002
C 1.530 -0.447 -8.041 -0.2 0.2 0.4 -0.3132
C 1.437 -1.327 -9.128 0.2 -0.1 0.2 -0.5277
C 2.011 -2.604 -9.057 -0.2 0.3 0.1 -0.4088
C 2.732 -2.971 -7.920 -0.1 0.5 -0.1 -0.5514
C 2.830 -2.097 -6.842 -0.5 0.4 0.6 -0.4610
S 2.139 0.079 -5.378 0.1 0.9 1.0 -0.2152
H 0.918 0.691 -5.181 0.6 -1.0 -1.2 0.1076
H 1.146 0.586 -8.098 0.0 -0.7 -0.1 0.3462
H 0.916 -1.032 -10.039 0.2 0.1 0.3 0.3651
H 1.902 -3.303 -9.892 0.1 0.3 0.3 0.3879
H 3.213 -3.935 -7.868 0.1 0.0 0.0 0.3830
H 3.442 -2.342 -5.970 -0.3 -0.2 -0.2 0.3193
C 1.514 -1.908 3.271 0.2 -0.5 0.1 -0.7508
N 0.843 -0.968 4.153 0.0 1.7 -0.9 0.2629
C 0.961 -1.172 5.586 0.5 -0.4 0.8 -1.0251
C 0.636 0.263 3.575 -1.1 -1.1 0.8 0.2054
O 0.900 0.398 2.347 0.3 0.4 -1.3 -0.6774
N 0.058 1.265 4.289 0.2 -0.3 -0.5 0.3044
C -0.803 1.079 5.451 0.3 -0.1 0.7 -1.0822
C 0.201 2.608 3.772 0.2 0.7 -0.2 -0.8381
H 1.725 -2.808 3.862 -0.1 0.2 -0.5 0.4014
H 2.452 -1.496 2.867 -0.3 -0.2 0.2 0.2976
H 0.846 -2.139 2.442 0.2 -0.2 -0.1 0.0045
H 1.370 -0.291 6.106 -0.1 -0.4 -0.3 0.3362
H 0.004 -1.448 6.044 0.2 0.1 -0.1 0.3275
H 1.655 -2.019 5.725 -0.3 0.5 0.2 0.3913
H -1.485 1.925 5.500 0.0 0.0 0.0 0.4024
H -1.397 0.165 5.361 0.2 0.1 0.0 0.3638
H -0.223 1.055 6.390 -0.5 0.0 -0.4 0.3329
H 0.448 2.547 2.701 -0.1 0.2 0.4 0.0191
H -0.736 3.168 3.906 0.3 -0.1 0.0 0.3910
H 1.017 3.157 4.282 -0.4 -0.2 -0.2 0.3419
```
Forces are in eV/Å.

***

Number 1: highest occupied orbital energy -1.84 eV, gap between HOMO and LUMO 3.25 eV, F_max 2.2 eV/A. Number 2: highest occupied orbital energy -14.48 eV, gap between HOMO and LUMO 3.17 eV, F_max 2.2 eV/A.